[1]
Computed, not measured: a structure of composition C28H42AlBCl2F7IN4NaO16PS3 in a non-equilibrium geometry, with wB97M-V/def2-TZVPD.

Summary:
- E_tot: -6397.49583 Ha
- Highest occupied orbital energy: -8.217 eV
- Largest force on an atom: 7.16 eV/Å
- HOMO-LUMO gap: 3.74 eV

Structure (XYZ):
```
107
Properties=species:S:1:pos:R:3:mulliken_charge:R:1
C 4.79938 -0.63751 0.14650 -0.533
C 4.39054 0.62293 0.91799 -0.147
S 3.30716 1.71817 -0.04733 -0.202
C 1.73915 0.78364 -0.22942 -0.478
C 1.33662 0.18841 1.13747 -0.315
O 1.87291 -1.12736 1.23157 -0.264
C 0.97625 -1.87952 0.52012 0.281
O 1.31409 -2.94303 0.09693 -0.503
O -0.22981 -1.20971 0.33890 -0.115
C -0.13561 -0.17784 1.34026 -0.003
F -1.01760 0.81773 1.21588 -0.253
I -0.21366 -1.13528 3.33284 0.297
H 5.32023 -0.35679 -0.77498 0.345
H 3.96065 -1.28354 -0.13267 -0.003
H 5.49069 -1.26845 0.73904 0.065
H 5.30255 1.14547 1.21046 0.484
H 3.87620 0.30683 1.83100 0.109
H 1.95985 0.02203 -0.98552 0.116
H 0.96295 1.42983 -0.64715 0.376
H 1.57359 0.91348 1.91907 0.774
C -4.10133 -1.15102 3.53945 0.170
Cl -5.73697 -1.90122 3.57417 -0.320
Cl -3.37146 -1.20234 5.10866 0.018
H -3.46689 -1.69832 2.84102 -0.122
H -4.20215 -0.12093 3.21506 0.280
B 7.57579 -2.17960 2.78347 0.596
F 6.62569 -1.19211 3.14997 -0.398
F 7.67382 -2.24524 1.36757 -0.427
F 8.82714 -1.84602 3.32144 -0.380
F 7.16348 -3.42957 3.27841 -0.405
C -2.79432 3.53001 0.71449 -0.541
C -3.31673 4.85363 1.04281 0.183
N -3.72785 5.89345 1.29411 -0.380
H -1.98349 3.23889 1.38169 0.145
H -3.57359 2.77163 0.78805 0.258
H -2.40602 3.50492 -0.30287 0.392
O -0.65476 -0.25582 -4.54126 -0.809
P -0.81382 -1.68521 -4.92636 1.197
O 0.43979 -2.40971 -4.13111 -0.338
C 0.37568 -2.53263 -2.71842 -0.551
C -0.65643 -3.55353 -2.29072 -0.612
O -0.23188 -1.62511 -6.44522 -0.374
C -0.03702 -0.39351 -7.15530 -0.368
C 1.39570 0.07703 -7.02255 -1.074
O -1.58578 -3.10464 -5.23081 -0.362
C -1.31888 -3.96453 -6.34888 -0.320
C 0.04990 -4.60417 -6.30992 -0.198
H 0.17313 -1.55952 -2.26423 0.263
H 1.35904 -2.85753 -2.38104 0.395
H -1.67371 -3.24288 -2.53644 0.367
H -0.60686 -3.72605 -1.21317 0.603
H -0.46169 -4.49971 -2.83120 -0.048
H -0.74249 0.36706 -6.82753 0.363
H -0.25919 -0.59747 -8.20412 0.360
H 1.69708 0.15927 -5.97794 0.282
H 1.53138 1.04565 -7.50321 0.393
H 2.07295 -0.64062 -7.48944 0.266
H -1.49505 -3.44630 -7.28750 0.303
H -2.07397 -4.75248 -6.29830 0.359
H 0.84741 -3.86930 -6.40672 0.161
H 0.14986 -5.31633 -7.13116 0.515
H 0.21159 -5.13254 -5.36078 -0.510
N -2.32576 3.48205 4.75110 0.157
C -1.51923 3.23050 5.82036 -0.470
C -1.09191 4.42646 6.32898 -0.845
C -1.67567 5.45047 5.52157 -0.149
C -2.42860 4.82845 4.56055 -0.682
H -2.77320 2.78329 4.19071 0.136
H -1.31923 2.21699 6.12831 0.583
H -0.43857 4.55647 7.17478 0.418
H -1.55170 6.51552 5.63411 0.531
H -3.03093 5.22142 3.75887 0.305
Al 0.25143 -6.30809 -2.68622 0.671
N 0.90934 -2.03790 7.49708 -0.293
S -0.55187 -2.55617 7.28004 1.128
O -1.61129 -1.60488 7.46096 -0.612
O -0.83065 -3.90106 7.65878 -0.608
F -0.52461 -2.67801 5.66185 -0.266
S 1.23775 -1.71527 9.01403 1.080
O 2.42334 -0.94686 9.15726 -0.597
O 1.02993 -2.77319 9.94575 -0.555
F 0.10317 -0.66164 9.40285 -0.270
C 1.96117 -6.96738 -11.27037 -1.323
C 1.36855 -5.94185 -10.33668 0.911
O 0.17320 -5.68881 -10.32043 -0.649
N 2.21110 -5.29041 -9.49221 -0.059
C 3.64928 -5.44271 -9.35108 -0.872
H 1.16626 -7.39487 -11.87362 0.298
H 2.68916 -6.50073 -11.93478 0.374
H 2.43695 -7.76839 -10.70323 0.348
H 1.73910 -4.62259 -8.90389 0.095
H 3.87839 -5.74170 -8.32681 0.280
H 4.13060 -4.48387 -9.54811 0.302
H 4.04178 -6.18620 -10.03576 0.335
C -4.07251 9.04321 5.72059 -0.168
C -2.93479 9.72190 6.26457 0.327
C -3.21375 10.48180 7.54585 0.414
O -2.36041 11.05414 8.18233 -0.507
C -4.59355 10.52127 8.01638 -0.312
C -5.73320 9.85337 7.46437 0.349
C -5.43277 9.00596 6.24449 0.445
O -6.25703 8.31631 5.69055 -0.520
O -6.86661 9.91136 7.88614 -0.507
O -1.81904 9.72615 5.79710 -0.511
H -3.94958 8.46658 4.80775 0.537
H -4.73086 11.13997 8.89813 0.450
Na -5.22636 -3.37613 1.89185 0.941
```

***

[2]
Computed, not measured: a structure of composition C28H42AsF6O21 in a non-equilibrium geometry, with wB97M-V/def2-TZVPD.

Summary:
- E_tot: -5506.28250 Ha
- Highest occupied orbital energy: -7.132 eV
- Charge: -1
- Largest force on an atom: 13.49 eV/Å
- HOMO-LUMO gap: 8.24 eV

Structure (XYZ):
```
98
Properties=species:S:1:pos:R:3:mulliken_charge:R:1
As -5.50536 -0.85326 -28.76654 3.167
F -7.06329 -1.51825 -28.05961 -0.771
F -6.35840 0.41648 -29.60780 -0.326
F -3.96883 -0.35544 -29.52822 -0.441
F -4.61466 -2.12427 -27.91940 0.220
F -5.82932 -1.77731 -30.22405 -1.553
F -5.21041 0.24131 -27.37203 -0.247
C -0.63000 -3.24453 -26.57166 -1.701
C -1.85501 -2.59710 -27.34545 1.079
C -2.86887 -1.82142 -26.53117 -1.340
O -3.07634 -0.70425 -27.29658 0.248
C -2.37789 -0.64986 -28.40286 0.366
O -2.41970 0.24801 -29.29493 -0.326
O -1.42787 -1.63923 -28.28993 -0.554
H 0.24011 -3.29127 -27.22651 0.426
H -0.66748 -4.31655 -26.37813 0.372
H -0.47713 -2.74416 -25.61545 0.329
H -2.27684 -3.44284 -27.88846 0.073
H -2.35167 -1.48286 -25.63340 0.457
H -3.65004 -2.41723 -26.05907 -0.185
C -4.91334 2.86140 -28.29991 -1.491
C -3.86654 2.21613 -27.48713 1.873
C -2.54449 2.23361 -28.21541 0.403
O -1.60547 2.69388 -27.28906 -0.485
C -2.21220 3.10472 -26.20295 0.267
O -1.72513 3.44907 -25.14075 -0.652
O -3.55666 3.02959 -26.39962 -0.544
H -5.01104 2.31342 -29.23707 -0.604
H -4.64644 3.88021 -28.58079 0.063
H -5.76889 3.01495 -27.64221 1.054
H -4.28871 1.24563 -27.22638 -0.437
H -2.67319 2.97228 -29.00654 0.277
H -2.20080 1.21319 -28.38489 -0.269
C -3.99515 -0.52657 -31.72541 -0.889
C -2.80610 0.29350 -32.11013 -0.177
C -2.64294 1.67999 -31.62535 0.287
O -1.28637 1.76585 -31.12980 -0.449
C -0.82006 0.46722 -31.00979 0.915
O 0.18829 0.06898 -30.47244 -0.628
O -1.60368 -0.33605 -31.70671 -0.436
H -3.79404 -0.86875 -30.71024 -0.067
H -4.12943 -1.25489 -32.52517 0.445
H -4.92228 0.04600 -31.69896 -0.013
H -2.62033 0.37937 -33.18074 0.799
H -3.36925 1.96977 -30.86600 -0.619
H -2.70010 2.33503 -32.49469 0.574
C -7.56195 -2.90847 -30.74307 -1.310
C -7.83676 -1.37580 -30.78158 1.953
C -6.99344 -0.74609 -31.78707 1.568
O -7.82904 -0.62929 -32.83455 -0.488
C -9.08841 -0.61741 -32.34842 -0.041
O -10.10889 -0.31781 -32.96568 -0.596
O -9.10576 -1.17265 -31.16977 -0.509
H -8.27934 -3.40681 -30.09107 0.560
H -6.69248 -3.13163 -30.12474 -0.283
H -7.56992 -3.47479 -31.67437 0.218
H -7.78613 -0.97066 -29.77094 -0.740
H -6.11045 -1.36946 -31.92796 0.158
H -6.66078 0.19289 -31.34464 -0.141
C -7.07718 2.77321 -29.07136 -2.040
C -7.90080 1.54252 -29.53846 1.874
C -9.14210 1.15983 -28.68365 -0.723
O -10.16711 0.85120 -29.71212 -0.371
C -9.84499 1.52980 -30.80782 0.546
O -10.46127 1.52441 -31.93193 -0.656
O -8.72309 2.24345 -30.52205 -0.551
H -7.75490 3.62420 -29.00346 0.539
H -6.34742 3.15122 -29.78736 0.457
H -6.68577 2.49052 -28.09412 0.260
H -7.39479 0.67307 -29.95812 -0.066
H -9.34563 2.11411 -28.19784 0.522
H -8.92439 0.23747 -28.14517 0.181
C -5.35888 1.51484 -25.39055 -0.624
C -5.54080 0.15333 -24.77972 0.876
C -4.93417 -1.04376 -25.52453 0.784
O -4.13558 -1.70379 -24.49005 -0.627
C -4.14558 -1.05414 -23.41306 0.547
O -3.63786 -1.32678 -22.34247 -0.650
O -4.70062 0.18917 -23.64157 -0.467
H -4.31146 1.79301 -25.50723 0.887
H -5.92614 2.31372 -24.91295 0.316
H -5.83927 1.58614 -26.36638 -0.728
H -6.58247 0.00760 -24.49373 0.290
H -4.25269 -0.68040 -26.29372 0.379
H -5.75396 -1.65709 -25.89850 -0.158
C -5.74893 -5.22180 -29.21077 -2.019
C -5.46745 -3.81808 -28.52730 0.988
C -6.23545 -3.58443 -27.24321 0.346
O -5.37304 -3.76260 -26.27485 -0.333
C -4.13192 -3.95162 -26.74699 0.166
O -3.15821 -4.38238 -26.16757 -0.616
O -4.16522 -3.82555 -28.06930 -0.666
H -6.80373 -5.46378 -29.34092 0.383
H -5.40566 -5.99737 -28.52611 0.487
H -5.38930 -5.25307 -30.23926 0.340
H -5.54531 -3.05839 -29.30506 -0.043
H -7.08033 -4.25717 -27.09589 0.627
H -6.41194 -2.50961 -27.20188 -0.294
```

***

[3]
Computed, not measured: a structure of composition C28H42BF3IrN12P, with wB97M-V/def2-TZVPD.

Summary:
- E_tot: -2519.32536 Ha
- Multiplicity: 2
- Highest occupied orbital energy (spin up / spin down): -11.254 / -11.540 eV
- Charge: +1
- Largest force on an atom: 0.73 eV/Å
- HOMO-LUMO gap (spin up / spin down): 8.38 / 7.29 eV

Structure (XYZ):
```
88
Properties=species:S:1:pos:R:3:mulliken_spin:R:1
Ir -0.63066 0.48893 -0.10480 0.360
C 3.53886 -0.68393 0.58440 -0.003
C 2.21570 -0.98559 0.27248 0.006
N 1.51586 0.12469 0.09925 0.031
N 2.35708 1.17884 0.28452 -0.016
C 3.57486 0.69123 0.59085 0.000
B 1.78876 2.65381 0.25669 -0.011
N 0.99766 2.81184 -1.06968 0.005
C 1.21612 3.57133 -2.14993 0.006
C 0.31634 3.20503 -3.13468 0.000
C -0.43446 2.18018 -2.57277 0.003
N -0.00377 1.95509 -1.32958 -0.026
N 0.73377 2.75328 1.38619 -0.001
C 0.57232 3.57658 2.42770 0.009
C -0.48327 3.11025 3.19420 -0.002
C -0.92745 1.97089 2.53811 0.008
N -0.17395 1.75932 1.45599 -0.013
N 2.79470 3.77524 0.35956 0.001
C 4.14856 3.89956 0.40581 0.000
C 4.45530 5.23299 0.44631 0.000
C 3.20587 5.87740 0.41649 0.000
N 2.21514 5.01022 0.35992 0.000
H 4.35028 -1.36004 0.78453 0.000
H 1.72592 -1.94228 0.18219 0.001
H 4.40738 1.33315 0.79466 0.000
H 1.97910 4.32980 -2.13323 0.000
H 0.21147 3.63067 -4.11622 0.000
H -1.26094 1.61656 -2.97080 0.000
H 1.21502 4.43022 2.55095 0.001
H -0.87074 3.53942 4.10034 0.000
H -1.73026 1.29462 2.78148 0.000
H 4.81968 3.06411 0.39443 0.000
H 5.43518 5.67419 0.49121 0.000
H 2.98899 6.93369 0.43057 0.000
N -1.18609 -1.20983 -0.54986 0.584
P -1.34381 -2.58406 -1.40904 0.006
N -0.57590 -2.43086 -2.83998 -0.012
C -1.02110 -3.09768 -4.07756 0.000
C -1.18598 -2.08597 -5.20250 0.000
C 0.09661 -1.24800 -5.40680 0.000
C 1.16791 -1.60196 -4.37790 0.000
C 0.61290 -1.56002 -2.96275 0.006
N -2.89055 -2.98797 -1.75619 0.056
C -3.71895 -2.02061 -2.51635 -0.005
C -4.83176 -1.46741 -1.64278 -0.001
C -5.80221 -2.58509 -1.22944 0.000
C -5.09600 -3.94458 -1.22887 0.003
C -3.64619 -3.82727 -0.78854 -0.008
N -0.67705 -3.76564 -0.49109 0.016
C -0.56665 -3.72447 0.97311 0.011
C -1.07152 -5.01826 1.59861 0.002
C -0.35900 -6.22735 0.99843 -0.001
C -0.48264 -6.22743 -0.52258 0.006
C 0.01550 -4.90953 -1.10003 -0.006
H -1.95756 -3.61140 -3.87486 -0.001
H -0.28870 -3.86089 -4.35687 0.000
H -2.03384 -1.43960 -4.96977 0.000
H -1.44676 -2.62390 -6.11506 0.000
H -0.13518 -0.18326 -5.33046 0.000
H 0.49559 -1.40271 -6.40907 0.000
H 1.99808 -0.89613 -4.43031 0.000
H 1.58746 -2.58822 -4.58802 0.000
H 0.34183 -0.53291 -2.71302 0.001
H 1.38223 -1.87323 -2.25169 -0.002
H -4.13631 -2.52895 -3.39070 -0.001
H -3.07156 -1.22447 -2.88576 0.008
H -5.35087 -0.67155 -2.17704 0.000
H -4.38271 -1.01049 -0.76153 -0.003
H -6.65814 -2.62052 -1.90444 0.000
H -6.19833 -2.37213 -0.23542 0.000
H -5.12068 -4.39340 -2.22488 0.000
H -5.60139 -4.64571 -0.56407 0.000
H -3.18889 -4.81424 -0.76067 0.002
H -3.59363 -3.40667 0.22215 0.001
H -1.10782 -2.85891 1.34940 -0.006
H 0.49202 -3.59112 1.23331 -0.001
H -2.14915 -5.10340 1.43630 0.000
H -0.91002 -4.97486 2.67714 0.000
H -0.76137 -7.15166 1.41357 0.000
H 0.70116 -6.19332 1.27208 0.000
H -1.52552 -6.37967 -0.81396 -0.001
H 0.09429 -7.04617 -0.95615 0.000
H -0.11298 -4.87964 -2.18071 -0.001
H 1.08931 -4.80748 -0.89404 0.000
F -3.11280 1.06485 -1.41613 0.002
C -2.52019 1.22798 -0.19843 -0.009
F -3.37673 0.67847 0.69995 0.001
F -2.54839 2.55993 0.03463 -0.003
```

***

[4]
Computed, not measured: a structure of composition C28H42BF3IrN12P, with wB97M-V/def2-TZVPD.

Summary:
- E_tot: -2519.16860 Ha
- Multiplicity: 6
- Highest occupied orbital energy (spin up / spin down): -9.375 / -11.634 eV
- Charge: +1
- Largest force on an atom: 0.22 eV/Å
- HOMO-LUMO gap (spin up / spin down): 7.80 / 6.60 eV

Structure (XYZ):
```
88
Properties=species:S:1:pos:R:3:mulliken_spin:R:1
Ir 0.38032 0.57598 1.68617 2.875
C -0.33274 2.02927 5.90103 0.003
C 0.44198 1.22218 5.06400 0.025
N -0.27281 0.80256 4.02499 0.053
N -1.51578 1.31724 4.17715 -0.014
C -1.56480 2.08010 5.28799 0.021
B -2.54247 1.17371 3.04973 -0.036
N -2.19400 2.23663 1.94962 -0.048
C -2.86734 3.30670 1.50752 0.026
C -2.06784 4.00453 0.61752 -0.001
C -0.88720 3.27876 0.55975 -0.005
N -0.96648 2.22319 1.37272 0.208
N -2.44118 -0.26395 2.42646 -0.045
C -3.44328 -1.14716 2.30271 0.019
C -2.97505 -2.26227 1.63183 -0.002
C -1.64336 -1.97139 1.35934 -0.006
N -1.33117 -0.77152 1.84457 0.173
N -3.94611 1.34638 3.57288 0.000
C -4.44125 0.85664 4.74372 0.001
C -5.80756 0.89279 4.67117 0.000
C -6.07283 1.41045 3.38684 0.000
N -4.96019 1.66071 2.72425 0.000
H -0.03731 2.50483 6.81913 0.000
H 1.47317 0.92901 5.16616 0.004
H -2.46567 2.59939 5.56728 0.001
H -3.87641 3.47977 1.83691 0.002
H -2.31479 4.90753 0.08889 0.000
H 0.01039 3.45374 -0.01143 0.005
H -4.42458 -0.92787 2.68945 0.002
H -3.52115 -3.15526 1.38586 0.000
H -0.90244 -2.56189 0.84571 0.005
H -3.79077 0.51272 5.52977 -0.001
H -6.51219 0.60016 5.42945 0.000
H -7.02678 1.60841 2.92433 0.000
N 0.83013 0.12397 -0.13217 1.227
P 1.23975 -0.64236 -1.52257 -0.006
N 2.28306 -1.83879 -1.18940 0.018
C 3.32831 -2.30957 -2.12131 0.001
C 4.56871 -2.68277 -1.32602 -0.001
C 4.28126 -3.88844 -0.41678 0.000
C 2.80903 -3.90858 0.02187 0.005
C 2.26477 -2.49444 0.13814 0.026
N 2.00791 0.37171 -2.55111 0.057
C 3.26260 0.99110 -2.06241 -0.004
C 3.06707 2.48349 -1.85054 0.000
C 2.72033 3.18297 -3.17716 0.001
C 2.12358 2.19336 -4.18465 0.001
C 1.21442 1.19048 -3.49435 0.007
N -0.16354 -1.17450 -2.15928 0.027
C -1.44363 -0.47533 -1.95934 0.054
C -2.16914 -0.26547 -3.28112 0.007
C -2.32301 -1.58525 -4.03207 -0.001
C -0.96616 -2.25865 -4.21928 0.007
C -0.27406 -2.45013 -2.87726 0.001
H 3.53219 -1.52662 -2.84647 0.002
H 2.96938 -3.18210 -2.67897 0.000
H 4.87057 -1.81593 -0.73235 0.000
H 5.38965 -2.89926 -2.00956 0.000
H 4.93179 -3.85166 0.45759 0.000
H 4.51438 -4.81547 -0.94217 0.000
H 2.69884 -4.41076 0.98302 0.000
H 2.20107 -4.46619 -0.69525 0.000
H 2.86975 -1.91816 0.84203 0.012
H 1.24337 -2.50314 0.51960 -0.023
H 4.06113 0.80588 -2.78623 -0.001
H 3.55042 0.50622 -1.12906 0.004
H 3.96712 2.90781 -1.40519 0.002
H 2.26417 2.61581 -1.11936 -0.002
H 3.60974 3.64454 -3.60686 0.000
H 2.01066 3.99153 -2.99256 0.000
H 2.91434 1.64916 -4.70596 -0.001
H 1.55281 2.71931 -4.95007 0.000
H 0.74573 0.52850 -4.22110 0.001
H 0.41469 1.73039 -2.96989 0.000
H -1.25740 0.47219 -1.45229 -0.038
H -2.06655 -1.08166 -1.29107 0.001
H -1.61308 0.44645 -3.89645 0.000
H -3.14473 0.17930 -3.07698 0.000
H -2.80325 -1.42009 -4.99666 0.000
H -2.97935 -2.25171 -3.46206 0.000
H -0.33030 -1.64871 -4.86847 0.000
H -1.07973 -3.23156 -4.70053 0.000
H 0.71951 -2.87657 -3.00297 -0.001
H -0.85690 -3.14710 -2.26169 0.002
F 2.68593 -0.43536 3.29578 0.012
C 2.44776 0.58660 2.43608 0.312
F 2.77315 1.72538 3.08608 0.019
F 3.37140 0.45815 1.44342 0.003
```

***

What is the E_tot in the third record? -2519.32536 Ha